{"formula": "C6H10N3O2S", "method": "ωB97M-V/def2-TZVPD", "symbols": ["C", "C", "C", "C", "C", "C", "N", "N", "N", "O", "O", "S", "H", "H", "H", "H", "H", "H", "H", "H", "H", "H"], "coordinates": [[-1.249, 1.702, 0.320], [-0.331, 2.616, -0.006], [1.302, -0.878, -0.621], [0.340, 0.249, -0.702], [-0.827, 0.266, 0.316], [-0.469, -0.289, 1.731], [0.899, -2.050, -1.028], [-1.932, -0.591, -0.301], [2.445, -0.580, -0.107], [-3.004, -0.400, 0.106], [-1.651, -1.291, -1.291], [1.158, 1.925, -0.583], [-2.218, 2.028, 0.327], [-0.338, 3.644, -0.197], [-0.099, 0.228, -1.643], [-0.106, -1.337, 1.911], [-1.479, -0.235, 2.246], [0.192, 0.449, 2.337], [-0.104, -1.884, -1.341], [1.488, -2.827, -1.512], [2.823, 0.458, -0.085], [3.158, -1.204, 0.122]], "forces_ev_per_angstrom": [[1.669, 1.046, -0.526], [0.448, -2.422, -0.289], [0.060, 0.396, 0.138], [0.617, 1.357, 1.278], [2.105, -0.839, 0.206], [-1.211, 1.146, 1.894], [-0.359, -1.408, -1.955], [1.942, 0.390, -1.662], [2.390, 3.682, 0.254], [-2.523, -0.158, 1.088], [-0.460, -0.012, 0.779], [0.242, -0.933, -0.051], [-2.597, 0.280, 0.846], [-0.829, 1.432, 0.277], [-0.684, 0.078, -1.843], [-0.187, 0.942, -0.947], [1.182, -0.154, -0.211], [-0.988, -1.193, -1.402], [0.957, -1.261, 0.099], [-1.226, 1.995, 1.690], [-1.610, -2.687, 0.252], [1.063, -1.676, 0.084]], "lowdin_charge": [-0.0862, -0.3248, -0.4285, -0.3767, -0.3692, 0.0121, 0.2203, -0.3057, 0.2041, 0.1967, 0.0507, 1.0179, 0.1018, 0.0694, 0.1077, 0.1051, 0.1107, 0.1345, 0.0992, 0.2086, 0.1337, 0.1187], "lumo_energy_ev": -3.8, "charge": 1, "e_tot_ev": -25774.2699, "de_lowest_ev": 2.988, "gap_ev": 8.93, "molar_mass_da": 188.23}


{"formula": "CH8N3O", "method": "ωB97M-V/def2-TZVPD", "symbols": ["N", "H", "H", "H", "H", "N", "C", "N", "O", "H", "H", "H", "H"], "coordinates": [[0.498, -0.800, -2.483], [-0.203, -1.383, -2.919], [0.116, -0.686, -1.501], [1.406, -1.243, -2.539], [0.523, 0.127, -2.888], [-0.773, 1.409, 1.022], [-0.228, 0.205, 0.776], [0.809, -0.166, 1.610], [-0.646, -0.582, -0.141], [-1.474, 1.689, 0.390], [-0.276, 2.118, 1.571], [1.273, 0.611, 2.041], [1.433, -0.907, 1.273]], "forces_ev_per_angstrom": [[-0.377, 0.111, 0.098], [-0.136, -0.141, -0.605], [0.093, -0.087, 0.944], [0.222, -0.108, 0.106], [0.016, 0.106, -0.451], [1.085, -0.092, 0.554], [0.570, -1.645, -0.592], [-0.241, 0.011, -1.175], [0.660, 1.560, 1.268], [-0.870, 0.516, -0.539], [-0.633, -0.634, -0.368], [0.285, -0.069, 0.441], [-0.675, 0.472, 0.318]], "lowdin_charge": [0.2987, 0.1482, 0.0572, 0.1468, 0.1463, 0.1920, -0.5738, 0.1679, -0.0544, 0.1065, 0.1380, 0.1003, 0.1264], "lumo_energy_ev": -3.6, "charge": 1, "e_tot_ev": -7679.4957, "de_lowest_ev": 0.350, "gap_ev": 10.85, "molar_mass_da": 78.09}


{"formula": "C7H8BF2Re", "method": "ωB97M-V/def2-TZVPD", "symbols": ["Re", "C", "C", "C", "C", "C", "C", "C", "H", "H", "H", "H", "H", "H", "H", "H", "F", "B", "F"], "coordinates": [[-1.175, -1.319, -0.336], [0.397, 2.239, -1.097], [0.577, 1.009, -0.374], [1.819, 0.252, -0.500], [2.063, -0.859, 0.252], [1.103, -1.311, 1.232], [-0.122, -0.637, 1.405], [-0.446, 0.483, 0.521], [1.131, 2.941, -0.616], [-0.586, 2.698, -1.024], [0.794, 2.212, -2.122], [2.568, 0.608, -1.204], [2.999, -1.401, 0.151], [1.334, -2.185, 1.842], [-0.727, -0.788, 2.304], [-1.252, 1.144, 0.847], [-2.809, -2.148, -1.378], [-3.261, -1.543, -0.191], [-4.406, -1.395, 0.286]], "forces_ev_per_angstrom": [[0.412, -0.257, -0.618], [0.029, 0.124, -0.016], [-0.027, -0.099, -0.007], [-0.047, -0.027, -0.094], [-0.022, -0.049, 0.003], [-0.135, -0.210, -0.254], [-0.182, 0.380, 0.352], [-0.040, 0.060, 0.352], [-0.028, -0.018, 0.018], [-0.007, -0.021, -0.014], [0.002, -0.032, 0.000], [0.007, 0.023, 0.018], [0.003, 0.000, -0.001], [-0.015, 0.004, 0.009], [0.037, -0.004, 0.018], [0.015, 0.056, -0.074], [0.160, -0.020, 0.089], [-0.231, 0.140, 0.291], [0.070, -0.050, -0.072]], "lowdin_charge": [1.7200, 0.0619, -0.1359, 0.1017, 0.0800, 0.0970, -0.2067, -0.1852, 0.2019, 0.1315, 0.1568, 0.1719, 0.1677, 0.1735, 0.1739, 0.1692, 0.1263, -0.4169, 0.4114], "lumo_energy_ev": [-16.8, -16.5], "charge": 3, "e_tot_ev": -15591.6057, "de_lowest_ev": 2.291, "s_squared": 0.79, "gap_ev": [7.17, 7.10], "molar_mass_da": 327.16, "spin_multiplicity": 2}


{"formula": "H22O11", "method": "ωB97M-V/def2-TZVPD", "symbols": ["O", "H", "H", "O", "H", "H", "O", "H", "H", "O", "H", "H", "O", "H", "H", "O", "H", "H", "O", "H", "H", "O", "H", "H", "O", "H", "H", "O", "H", "H", "O", "H", "H"], "coordinates": [[0.271, -1.128, -4.100], [1.038, -1.520, -4.519], [-0.358, -1.828, -3.909], [1.586, 3.930, -1.545], [2.557, 3.976, -1.524], [1.497, 3.031, -1.924], [2.087, 1.385, 2.979], [1.442, 2.104, 2.966], [2.875, 1.824, 3.321], [-3.642, 0.651, 1.423], [-4.337, 0.396, 0.790], [-3.590, 1.622, 1.211], [-3.159, -2.638, -2.654], [-3.043, -3.309, -1.975], [-2.722, -1.846, -2.322], [-0.916, -0.033, 0.923], [-1.026, 0.369, 1.780], [-1.215, 0.315, 0.070], [-2.523, 0.328, 3.711], [-2.091, -0.165, 3.011], [-3.365, 0.617, 3.359], [3.356, -3.286, 0.099], [3.971, -3.208, 0.834], [3.894, -3.385, -0.701], [-3.125, 2.449, -1.554], [-3.664, 2.683, -2.324], [-2.209, 2.687, -1.713], [4.872, 0.149, 0.895], [5.350, 0.959, 0.737], [5.269, -0.513, 1.455], [0.247, -2.468, 0.142], [0.212, -1.523, -0.020], [0.461, -2.628, 1.075]], "forces_ev_per_angstrom": [[-0.142, 0.518, 0.105], [-0.039, -0.273, 0.014], [0.122, -0.251, -0.083], [0.708, -1.071, -0.479], [-0.358, 0.416, 0.189], [-0.366, 0.617, 0.289], [0.004, 0.460, 0.145], [-0.054, -0.218, -0.057], [0.012, -0.243, -0.079], [-1.082, 1.710, -1.313], [0.335, -0.252, 0.345], [0.213, -1.209, 0.376], [-0.006, 0.092, -0.185], [0.117, 0.087, 0.082], [-0.028, -0.145, 0.132], [1.199, -1.641, -0.937], [-0.452, 1.285, -0.731], [-0.458, 0.781, 1.492], [0.719, 0.144, 1.030], [-0.581, -0.273, -0.001], [-0.006, -0.207, -0.386], [0.093, -0.127, -0.266], [0.115, -0.005, -0.116], [-0.139, 0.084, 0.422], [-0.480, -0.220, 0.212], [0.584, 0.001, 0.226], [-0.083, 0.200, -0.356], [-1.412, -0.225, -0.707], [0.737, -0.236, 0.519], [0.735, 0.497, 0.183], [-0.026, -0.915, -0.161], [0.089, 0.069, 0.713], [-0.070, 0.547, -0.616]], "lowdin_charge": [-0.0595, 0.0301, 0.0237, -0.0801, 0.0368, 0.0433, -0.0639, 0.0323, 0.0297, -0.0807, 0.0672, 0.0807, -0.0581, 0.0381, 0.0242, -0.0502, 0.0158, 0.0551, -0.0645, -0.0039, 0.0067, -0.0581, 0.0228, 0.0390, -0.0589, 0.0471, 0.0316, -0.0484, 0.0254, 0.0251, -0.0814, -0.0063, 0.0391], "lumo_energy_ev": 0.1, "charge": 0, "e_tot_ev": -22878.1877, "de_lowest_ev": 3.326, "gap_ev": 10.23, "molar_mass_da": 198.17}


{"formula": "C26H40BIrN7SSe2SiTe2", "method": "ωB97M-V/def2-TZVPD", "symbols": ["Ir", "C", "C", "C", "C", "C", "C", "N", "N", "B", "N", "C", "C", "C", "N", "C", "C", "C", "N", "C", "C", "C", "N", "C", "C", "C", "H", "H", "H", "H", "H", "H", "H", "H", "H", "H", "H", "H", "H", "H", "H", "H", "H", "H", "H", "H", "H", "H", "H", "H", "H", "H", "H", "H", "Se", "Te", "Te", "Se", "C", "Si", "C", "C", "C", "C", "C", "C", "N", "C", "S", "H", "H", "H", "H", "H", "H", "H", "H", "H", "H", "H", "H"], "coordinates": [[-0.171, 0.629, -0.272], [-4.269, -1.632, -2.297], [-3.100, -2.081, -1.409], [-1.801, -2.116, -2.199], [-3.075, -1.274, -0.135], [-3.991, -1.524, 0.900], [-3.705, -0.596, 1.869], [-2.680, 0.157, 1.441], [-2.291, -0.241, 0.203], [-2.111, 1.342, 2.256], [-0.686, 1.019, 2.757], [-0.242, 0.799, 4.003], [1.133, 0.698, 3.958], [1.475, 0.900, 2.609], [0.355, 1.086, 1.908], [2.850, 0.947, 1.992], [3.858, 1.448, 3.029], [2.926, 1.824, 0.743], [-2.016, 2.624, 1.408], [-2.632, 3.794, 1.647], [-2.121, 4.738, 0.784], [-1.157, 4.048, 0.029], [-1.123, 2.774, 0.410], [-0.211, 4.622, -0.982], [0.835, 5.491, -0.275], [-0.949, 5.432, -2.049], [-4.351, -2.286, -3.168], [-4.115, -0.613, -2.654], [-5.211, -1.666, -1.748], [-3.318, -3.103, -1.085], [-1.589, -1.154, -2.661], [-1.875, -2.855, -2.999], [-0.958, -2.380, -1.563], [-4.751, -2.287, 0.919], [-4.157, -0.423, 2.832], [-2.840, 1.534, 3.184], [-0.926, 0.717, 4.832], [1.796, 0.526, 4.788], [3.129, -0.076, 1.713], [3.545, 2.416, 3.424], [4.844, 1.564, 2.579], [3.945, 0.751, 3.864], [2.791, 2.876, 1.005], [2.154, 1.561, 0.016], [3.889, 1.699, 0.249], [-3.387, 3.880, 2.411], [-2.387, 5.779, 0.713], [0.316, 3.790, -1.460], [0.357, 6.328, 0.238], [1.541, 5.897, -1.002], [1.391, 4.908, 0.460], [-1.526, 6.237, -1.592], [-1.634, 4.799, -2.615], [-0.239, 5.876, -2.748], [-2.951, 2.075, -2.093], [-4.022, 2.916, -4.240], [-2.612, 1.955, -6.238], [-0.859, 1.536, -2.652], [1.897, -3.955, -3.194], [2.696, -4.248, -1.516], [4.529, -3.813, -1.532], [2.506, -6.078, -1.069], [1.804, -3.295, -0.136], [1.592, -3.914, 1.091], [0.831, -3.318, 2.092], [0.257, -2.093, 1.820], [0.471, -1.459, 0.672], [1.243, -2.009, -0.279], [1.457, -0.939, -1.621], [2.216, -4.717, -3.912], [2.165, -2.980, -3.595], [0.808, -3.994, -3.127], [5.074, -4.498, -2.187], [4.965, -3.892, -0.535], [4.694, -2.798, -1.895], [2.734, -6.705, -1.935], [1.490, -6.317, -0.749], [3.191, -6.374, -0.271], [2.016, -4.898, 1.264], [0.665, -3.801, 3.045], [-0.392, -1.593, 2.530]], "forces_ev_per_angstrom": [[0.568, -0.331, 0.307], [0.035, -0.107, 0.062], [0.093, 0.161, -0.181], [-0.078, -0.087, 0.111], [-0.128, -0.003, 0.202], [0.003, -0.031, -0.007], [-0.003, -0.084, -0.067], [-0.442, 0.085, 0.157], [0.211, -0.083, 0.036], [0.279, -0.064, -0.357], [0.020, 0.100, 0.161], [0.069, -0.117, -0.007], [0.067, 0.089, 0.049], [-0.194, 0.079, -0.028], [0.289, -0.281, -0.040], [0.030, 0.044, 0.018], [-0.012, -0.145, 0.033], [-0.236, -0.049, 0.052], [-0.316, 0.087, 0.090], [-0.024, 0.105, -0.056], [0.022, 0.000, -0.030], [-0.027, -0.055, 0.101], [0.093, -0.040, -0.191], [-0.001, 0.111, -0.001], [0.019, -0.066, -0.075], [0.075, -0.131, -0.016], [-0.011, -0.003, 0.004], [0.017, 0.046, -0.002], [-0.020, 0.029, -0.037], [0.005, -0.004, 0.027], [0.062, 0.043, 0.011], [-0.015, -0.003, -0.001], [-0.003, 0.026, -0.072], [0.011, 0.007, 0.002], [0.032, 0.057, -0.009], [-0.032, -0.023, 0.108], [-0.026, 0.074, -0.027], [-0.009, 0.032, -0.004], [-0.057, 0.000, -0.047], [0.020, 0.010, -0.010], [0.004, -0.035, 0.002], [0.053, 0.040, 0.019], [0.018, 0.012, 0.019], [0.044, -0.009, -0.057], [0.032, 0.027, 0.035], [0.048, -0.053, 0.032], [-0.013, -0.007, 0.035], [-0.029, -0.029, 0.006], [-0.004, -0.003, 0.018], [0.016, 0.002, 0.019], [-0.007, 0.024, 0.032], [-0.002, 0.018, 0.000], [-0.041, 0.041, -0.013], [-0.007, 0.009, 0.001], [0.029, -0.235, 0.237], [-0.015, 0.151, -0.739], [-0.214, 0.072, 0.477], [0.034, -0.124, -0.271], [0.125, -0.047, 0.117], [-0.026, -0.041, 0.072], [-0.184, -0.050, -0.107], [0.113, 0.167, -0.058], [-0.037, -0.120, -0.137], [0.001, -0.009, -0.104], [-0.024, 0.029, 0.020], [-0.077, -0.037, 0.086], [-0.063, 0.030, -0.217], [0.082, 0.061, 0.132], [-0.137, 0.515, -0.080], [0.028, -0.033, 0.074], [-0.011, 0.045, 0.003], [-0.007, 0.001, 0.038], [0.000, 0.018, -0.017], [-0.048, -0.010, 0.022], [-0.032, 0.017, 0.015], [0.024, 0.031, -0.013], [-0.017, 0.024, -0.022], [-0.025, 0.008, 0.022], [-0.035, 0.013, 0.043], [-0.003, -0.007, -0.008], [0.023, 0.019, -0.001]], "lowdin_charge": [0.8314, -0.0598, -0.3580, -0.0878, -0.2689, -0.0172, -0.0733, -0.0336, 0.0019, -0.5291, -0.0287, -0.0697, -0.0126, -0.2652, -0.0130, -0.3563, -0.0750, -0.0742, -0.0290, -0.0612, -0.0098, -0.3364, -0.0256, -0.3943, -0.0534, -0.0637, 0.0813, 0.0357, 0.0776, 0.1363, 0.0107, 0.0855, 0.0389, 0.1076, 0.1179, 0.1194, 0.1226, 0.0997, 0.1390, 0.0883, 0.0790, 0.0724, 0.0762, -0.0003, 0.0853, 0.1209, 0.1046, 0.0805, 0.0824, 0.0797, 0.0694, 0.0810, 0.0274, 0.0833, -0.0352, 0.1786, 0.1460, 0.1710, -0.1939, 0.5333, -0.1760, -0.1898, -0.2428, -0.0849, -0.0568, -0.1283, -0.0794, -0.7746, 0.5653, 0.0294, 0.0001, 0.0243, 0.0284, 0.0288, 0.0268, 0.0277, 0.0321, 0.0279, 0.0949, 0.1009, 0.1067], "lumo_energy_ev": [-0.8, -2.7], "charge": 0, "e_tot_ev": -205551.6379, "de_lowest_ev": 0.136, "s_squared": 8.77, "gap_ev": [5.93, 4.76], "molar_mass_da": 1126.96, "spin_multiplicity": 6}


{"formula": "C4H6O2S", "method": "ωB97M-V/def2-TZVPD", "symbols": ["C", "C", "C", "C", "O", "O", "S", "H", "H", "H", "H", "H", "H"], "coordinates": [[-0.609, 0.461, -0.097], [0.409, -0.331, 0.464], [-1.199, 0.603, -1.382], [1.509, -1.245, 0.106], [-1.268, 0.157, 2.536], [0.370, 1.974, 2.016], [-0.309, 0.745, 1.621], [-2.193, 0.195, -1.224], [-0.570, 0.038, -2.245], [-1.220, 1.583, -1.761], [1.710, -1.968, 0.866], [2.402, -0.653, -0.056], [0.969, -1.558, -0.843]], "forces_ev_per_angstrom": [[4.097, -1.976, 3.330], [-2.017, 3.215, 0.792], [0.645, -2.000, -2.727], [-1.911, 0.875, -1.560], [0.416, 0.401, -0.114], [-0.473, -1.025, -0.349], [-0.279, -0.112, -0.948], [-0.365, 0.016, -0.884], [-1.596, 0.789, 2.164], [-0.396, 1.501, -0.100], [-0.151, -0.805, 0.119], [0.171, -0.040, -0.397], [1.856, -0.838, 0.672]], "lowdin_charge": [-0.2689, -0.2769, -0.0682, -0.0344, -0.3376, -0.3345, 0.7380, 0.0949, 0.1457, 0.0638, 0.0764, 0.0899, 0.1118], "lumo_energy_ev": 0.5, "charge": 0, "e_tot_ev": -19171.6502, "de_lowest_ev": 3.656, "gap_ev": 10.41, "molar_mass_da": 118.16}


{"formula": "C4H6ClN2O2S", "method": "ωB97M-V/def2-TZVPD", "symbols": ["C", "C", "C", "C", "N", "N", "O", "O", "S", "Cl", "H", "H", "H", "H", "H", "H"], "coordinates": [[-1.316, -0.747, -0.165], [2.518, -1.624, 2.099], [-0.506, -1.419, 1.997], [0.992, 1.993, -0.881], [-0.322, 0.001, -0.392], [-1.451, -1.247, 1.112], [2.556, -2.559, 2.721], [0.718, -1.229, 1.660], [-0.037, 0.784, -1.752], [3.155, -0.327, 1.481], [-2.135, -1.102, -0.922], [-0.735, -1.964, 2.985], [0.656, 2.937, -1.075], [1.974, 1.898, -1.127], [0.834, 1.874, 0.118], [-2.286, -1.220, 1.616]], "forces_ev_per_angstrom": [[-0.903, 0.030, -2.921], [-2.264, 0.028, 0.675], [3.862, -1.783, 0.560], [-1.240, -1.035, -1.767], [-1.742, -1.442, 1.601], [0.416, -0.397, 1.882], [0.640, -1.443, 0.561], [-1.146, 0.029, 0.502], [0.739, 1.225, -1.207], [0.982, 1.280, -0.895], [1.469, 0.781, 1.463], [-0.079, 1.300, -1.335], [-0.789, 2.617, -0.974], [2.847, -0.231, -0.743], [-0.365, -0.736, 2.673], [-2.427, -0.225, -0.075]], "lowdin_charge": [-0.2490, -0.7142, -0.1649, -0.3146, -0.3722, 0.0939, 0.2733, -0.1055, 0.9407, 1.0850, 0.1738, 0.1941, 0.0131, 0.0036, 0.0035, 0.1394], "lumo_energy_ev": -4.4, "charge": 1, "e_tot_ev": -34667.7077, "de_lowest_ev": 2.492, "gap_ev": 7.47, "molar_mass_da": 181.62}


{"formula": "C5H8NS", "method": "ωB97M-V/def2-TZVPD", "symbols": ["C", "C", "C", "C", "C", "N", "S", "H", "H", "H", "H", "H", "H", "H", "H"], "coordinates": [[1.033, -1.306, 0.015], [2.331, -0.985, -0.108], [0.932, 0.928, 0.217], [-1.283, -0.351, 0.024], [-2.208, 0.736, -0.243], [0.040, -0.313, 0.098], [2.868, 0.702, -0.029], [0.674, -2.380, -0.105], [3.104, -1.756, -0.242], [1.020, 1.123, 1.327], [0.568, 1.864, -0.231], [-1.697, -1.343, -0.053], [-2.339, 1.162, 0.836], [-3.193, 0.363, -0.620], [-1.849, 1.556, -0.886]], "forces_ev_per_angstrom": [[-0.664, -3.569, -0.484], [0.662, -0.030, 0.211], [0.342, 2.125, 2.465], [2.782, -1.073, -1.565], [-0.807, 1.448, 2.022], [1.054, 2.398, -0.654], [-3.423, -1.498, -0.587], [0.536, 1.616, 0.329], [-0.580, 0.337, 0.100], [-0.712, -0.199, -1.089], [-0.075, -0.749, -0.234], [0.177, -0.451, 0.405], [-0.367, -0.198, -1.756], [0.964, 0.252, 0.507], [0.110, -0.409, 0.330]], "lowdin_charge": [-0.1575, -0.3830, -0.2690, -0.0376, -0.0293, -0.0660, 0.9614, 0.1614, 0.0977, 0.1091, 0.0961, 0.1487, 0.1520, 0.1139, 0.1019], "lumo_energy_ev": -5.0, "charge": 1, "e_tot_ev": -17630.9689, "de_lowest_ev": 1.962, "gap_ev": 7.98, "molar_mass_da": 114.19}